No. 1
An isolated molecule of CH2OS3 at a distorted geometry. Source: OMol25; level of theory: ωB97M-V/def2-TZVPD.

The geometry in XYZ format:
```
7
Properties=species:S:1:pos:R:3
C -0.859 -0.150 -0.204
O 0.990 1.548 0.869
S 1.785 -1.203 0.931
S 0.186 0.271 -1.696
S 0.811 0.245 0.268
H -1.865 0.484 0.032
H -1.049 -1.194 -0.199
```

HOMO-LUMO gap (eV): 9.03
Energy above the lowest of the compared OMol25 structures with the same formula, charge and spin (kJ/mol): 88.25
HOMO (eV): -9.64
Total energy (eV): -35620.1209

Mulliken population analysis, charges in e, atoms 1 to 2: -0.408, -0.520

No. 2
A cluster of 6 separate species, C48H107N5O in total at a distorted geometry. Source: OMol25; level of theory: ωB97M-V/def2-TZVPD.

The geometry in XYZ format:
```
161
Properties=species:S:1:pos:R:3
C -0.270 -0.321 -1.322
C -1.615 -0.505 -0.631
C -2.640 -1.167 -1.545
O -1.468 -1.074 0.647
H 0.123 -1.219 -1.800
H 0.466 0.016 -0.592
H -0.340 0.445 -2.094
H -1.956 0.519 -0.483
H -2.836 -0.804 -2.554
H -3.634 -1.063 -1.108
H -2.363 -2.221 -1.538
C -3.420 5.866 0.145
C -3.375 4.499 0.992
C -1.961 4.144 1.570
C -1.647 2.721 2.155
N -0.102 2.672 2.606
C 0.908 3.086 1.518
C 2.191 2.334 1.870
C 1.802 1.184 2.874
C 0.331 1.148 2.859
C -0.043 3.508 3.923
H -2.550 6.108 -0.466
H -3.285 6.682 0.854
H -4.334 5.971 -0.439
H -3.500 3.656 0.312
H -4.214 4.497 1.687
H -1.801 4.953 2.283
H -1.134 4.459 0.933
H -1.718 1.905 1.436
H -2.247 2.465 3.029
H 1.045 4.163 1.423
H 0.486 2.770 0.564
H 2.959 3.009 2.248
H 2.531 1.898 0.930
H 2.054 1.334 3.924
H 2.055 0.196 2.490
H -0.082 0.767 3.793
H -0.029 0.662 1.952
H -0.562 4.453 3.763
H 0.966 3.910 4.017
H -0.398 2.859 4.724
C -1.259 -9.547 0.900
C 0.125 -9.081 0.416
C 0.300 -7.518 0.185
C -0.538 -6.670 1.217
N -0.273 -5.209 1.125
C 1.164 -4.758 1.487
C 1.101 -3.632 2.521
C -0.246 -3.817 3.215
C -1.137 -4.486 2.130
C -0.606 -4.684 -0.303
H -1.855 -9.024 1.647
H -1.094 -10.558 1.273
H -1.874 -9.586 0.000
H 0.477 -9.556 -0.499
H 0.895 -9.331 1.146
H -0.140 -7.309 -0.790
H 1.343 -7.201 0.180
H -0.470 -6.989 2.258
H -1.580 -6.833 0.944
H 1.679 -4.458 0.574
H 1.670 -5.598 1.963
H 1.151 -2.670 2.013
H 1.976 -3.678 3.170
H -0.579 -2.836 3.554
H -0.074 -4.438 4.094
H -1.789 -3.773 1.626
H -1.851 -5.127 2.645
H 0.057 -5.121 -1.050
H -0.520 -3.598 -0.276
H -1.636 -4.886 -0.597
C 9.491 0.326 -4.766
C 8.669 1.471 -4.145
C 7.109 1.189 -3.975
C 6.829 -0.212 -3.198
N 5.247 -0.441 -3.049
C 4.416 0.671 -2.307
C 3.144 -0.050 -1.857
C 3.507 -1.546 -1.679
C 4.947 -1.639 -2.157
C 4.616 -0.759 -4.369
H 9.575 -0.374 -3.935
H 10.460 0.673 -5.126
H 8.928 -0.094 -5.599
H 8.740 2.319 -4.826
H 9.081 1.734 -3.170
H 6.699 1.045 -4.975
H 6.596 2.059 -3.565
H 7.154 -0.149 -2.159
H 7.227 -1.068 -3.743
H 4.363 1.502 -3.010
H 5.044 1.025 -1.489
H 2.322 0.183 -2.534
H 2.748 0.387 -0.941
H 2.855 -2.185 -2.274
H 3.463 -1.861 -0.636
H 5.180 -2.574 -2.666
H 5.586 -1.460 -1.292
H 3.528 -0.811 -4.347
H 5.006 -1.658 -4.845
H 4.864 0.072 -5.030
C -1.872 2.987 -5.717
C -1.516 3.926 -4.520
C -0.177 3.574 -3.858
C 0.131 4.442 -2.594
N 1.636 4.723 -2.428
C 2.112 5.665 -1.258
C 3.487 6.205 -1.606
C 3.558 6.004 -3.174
C 2.156 5.579 -3.594
C 2.329 3.332 -2.305
H -2.095 1.950 -5.463
H -1.107 2.928 -6.492
H -2.769 3.384 -6.191
H -2.361 3.974 -3.833
H -1.444 4.886 -5.032
H 0.612 3.802 -4.574
H -0.126 2.516 -3.600
H -0.364 4.049 -1.705
H -0.338 5.421 -2.693
H 2.209 5.015 -0.389
H 1.296 6.382 -1.163
H 4.215 5.545 -1.135
H 3.713 7.188 -1.195
H 4.295 5.247 -3.445
H 3.854 6.993 -3.522
H 2.350 4.951 -4.464
H 1.551 6.451 -3.841
H 1.976 2.841 -1.398
H 3.384 3.510 -2.096
H 2.227 2.753 -3.223
C -8.133 -1.777 6.240
C -6.654 -1.697 6.553
C -5.769 -2.025 5.301
C -5.818 -0.940 4.227
N -4.730 -1.191 3.108
C -4.955 -0.080 2.026
C -5.971 -0.655 0.999
C -5.738 -2.151 1.104
C -4.931 -2.517 2.377
C -3.268 -0.990 3.703
H -8.722 -1.850 7.154
H -8.318 -2.681 5.659
H -8.392 -0.861 5.707
H -6.332 -2.358 7.358
H -6.424 -0.725 6.990
H -6.134 -2.972 4.904
H -4.714 -2.183 5.526
H -5.501 -0.007 4.693
H -6.782 -0.824 3.731
H -3.983 -0.002 1.538
H -5.255 0.904 2.385
H -5.886 -0.244 -0.007
H -6.999 -0.464 1.306
H -5.196 -2.581 0.262
H -6.720 -2.625 1.094
H -3.897 -2.654 2.063
H -5.235 -3.385 2.963
H -3.060 0.030 4.027
H -2.536 -1.304 2.960
H -3.070 -1.702 4.505
```

HOMO-LUMO gap (spin up / spin down) (eV): 2.92 / 7.43
HOMO (spin up / spin down) (eV): -8.15 / -12.74
Total energy (eV): -60978.6467
Spin multiplicity: 2
Charge: +3

Mulliken population analysis, charges in e, atoms 1 to 2: -0.653, 0.682

No. 3
A structure of composition C27H34IN5O3PdSSe2 at a distorted geometry. Source: OMol25; level of theory: ωB97M-V/def2-TZVPD.

The geometry in XYZ format:
```
74
Properties=species:S:1:pos:R:3
Pd 0.334 -0.137 0.618
O 4.105 -1.229 5.159
C 4.468 -0.601 3.943
C 3.242 -0.498 3.009
C 2.800 -1.904 2.578
O 2.303 -2.724 3.602
C 3.720 0.296 1.786
Se 2.763 0.050 0.072
C 2.128 0.193 3.800
Se 0.650 1.022 2.781
H 4.833 -1.161 5.782
H 5.259 -1.184 3.446
H 4.856 0.410 4.131
H 3.649 -2.386 2.064
H 1.978 -1.799 1.857
H 2.866 -2.592 4.376
H 4.749 0.011 1.547
H 3.708 1.365 2.013
H 2.542 1.013 4.390
H 1.691 -0.534 4.489
C -2.695 5.977 -0.413
C -1.928 5.753 -1.715
C -2.616 4.697 -2.577
C -0.465 5.361 -1.435
N -0.377 4.073 -0.812
C -0.009 2.878 -1.316
N -0.147 1.985 -0.367
N -0.601 2.632 0.698
N -0.741 3.866 0.453
H -3.730 6.231 -0.628
H -2.253 6.790 0.158
H -2.679 5.084 0.206
H -1.898 6.696 -2.271
H -2.676 3.743 -2.058
H -2.082 4.548 -3.513
H -3.630 5.014 -2.809
H -0.015 6.093 -0.759
H 0.110 5.333 -2.364
H 0.333 2.695 -2.313
O -2.093 0.008 0.151
S -2.962 -1.182 0.129
C -2.796 -1.897 1.787
C -2.293 -1.077 2.780
C -2.121 -1.587 4.054
C -2.426 -2.914 4.310
C -2.909 -3.733 3.300
C -3.100 -3.225 2.026
C -4.624 -0.560 0.504
C -5.729 -1.336 0.208
C -6.993 -0.842 0.488
C -7.134 0.414 1.058
C -6.017 1.180 1.352
C -4.752 0.696 1.065
H -2.030 -0.051 2.552
H -1.727 -0.947 4.830
H -2.283 -3.319 5.300
H -3.134 -4.770 3.506
H -3.470 -3.863 1.236
H -5.602 -2.308 -0.244
H -7.864 -1.436 0.255
H -8.122 0.797 1.270
H -6.127 2.157 1.799
H -3.866 1.282 1.258
I -0.085 -1.153 -2.118
C -0.018 -2.689 -0.651
C 0.128 -4.005 -1.035
C 0.182 -4.970 -0.038
C 0.093 -4.560 1.287
C -0.059 -3.217 1.570
N -0.127 -2.283 0.610
H 0.198 -4.256 -2.081
H 0.298 -6.012 -0.295
H 0.135 -5.271 2.097
H -0.110 -2.861 2.591
```

HOMO-LUMO gap (spin up / spin down) (eV): 5.99 / 6.28
HOMO (spin up / spin down) (eV): -5.74 / -6.27
Total energy (eV): -195249.0348
Spin multiplicity: 3

Mulliken population analysis, charges in e, atoms 1 to 2: 0.354, -0.565

No. 4
A cluster of 2 separate species, CH2NO2 in total at a distorted geometry. Source: OMol25; level of theory: ωB97M-V/def2-TZVPD.

The geometry in XYZ format:
```
6
Properties=species:S:1:pos:R:3
C 0.819 0.203 -0.353
N -2.371 -0.306 0.900
O -1.256 -0.777 0.626
O 0.893 1.238 0.359
H 1.539 -0.649 -0.217
H 0.376 0.291 -1.315
```

HOMO-LUMO gap (spin up / spin down) (eV): 4.83 / 5.33
Energy above the lowest of the compared OMol25 structures with the same formula, charge and spin (kJ/mol): 532.03
HOMO (spin up / spin down) (eV): -0.31 / -0.87
Total energy (eV): -6650.8630
Charge: -1

Mulliken population analysis, charges in e, atoms 1 to 2: -0.041, -0.373

No. 5
A cluster of 12 separate species, C4H32N2O13 in total at a distorted geometry. Source: OMol25; level of theory: ωB97M-V/def2-TZVPD.

The geometry in XYZ format:
```
51
Properties=species:S:1:pos:R:3
C -1.031 2.117 0.308
N -2.077 1.209 -0.199
C -2.912 0.407 0.551
O -2.911 0.731 1.897
O -3.530 -0.552 0.119
C -0.283 2.697 -0.908
N 0.503 1.877 -1.902
C 1.892 2.342 -1.791
H -0.210 1.579 0.832
H -1.423 2.968 1.025
H -2.031 0.966 -1.217
H -2.986 1.741 1.977
H 0.426 3.380 -0.386
H -1.012 3.373 -1.422
H 0.486 0.804 -1.605
H 2.553 1.877 -2.532
H 2.379 2.336 -0.848
H 2.156 3.399 -2.131
H 3.278 -2.257 0.616
H 3.477 -2.000 -0.895
O 3.426 -2.630 -0.167
H -0.402 -0.803 -1.025
H -0.290 -0.174 0.341
O 0.209 -0.459 -0.416
H -0.469 0.970 -3.646
H -1.373 -0.116 -4.487
O -1.385 0.561 -3.880
H 0.222 0.972 3.655
H -0.764 -0.183 3.136
O -0.608 0.761 3.283
H 2.913 0.139 -2.053
H 1.730 -0.878 -1.916
O 2.691 -0.757 -2.046
H -1.417 -1.602 1.704
H -0.296 -2.385 2.147
O -0.439 -1.509 1.739
H 1.658 -1.008 1.461
H 2.463 -0.177 0.351
O 2.406 -0.504 1.301
H 1.189 -4.367 -0.961
H 0.436 -3.466 0.078
O 0.289 -4.160 -0.601
H -2.530 -1.008 -1.858
H -2.062 -2.331 -1.429
O -1.846 -1.658 -2.025
H -3.553 -2.214 1.380
H -3.244 -1.454 2.510
O -2.997 -2.219 2.111
H 2.257 0.604 2.808
H 2.794 1.872 3.414
O 2.248 1.189 3.605
```

HOMO-LUMO gap (eV): 10.00
Energy above the lowest of the compared OMol25 structures with the same formula, charge and spin (kJ/mol): 469.92
HOMO (eV): -9.87
Total energy (eV): -34263.8352

Mulliken population analysis, charges in e, atoms 1 to 2: 0.184, -0.167

No. 6
An isolated molecule of C4H6N2O at a distorted geometry. Source: OMol25; level of theory: ωB97M-V/def2-TZVPD.

The geometry in XYZ format:
```
13
Properties=species:S:1:pos:R:3
C 2.255 0.291 -0.412
O 1.329 -0.730 -0.118
C 0.057 -0.318 0.011
C -0.985 -1.170 0.197
N -2.091 -0.372 0.365
C -1.645 0.948 0.226
N -0.344 0.975 0.020
H 1.984 0.800 -1.344
H 3.212 -0.219 -0.516
H 2.299 1.032 0.394
H -0.979 -2.246 0.186
H -2.982 -0.862 0.411
H -2.108 1.870 0.582
```

HOMO-LUMO gap (eV): 8.96
Energy above the lowest of the compared OMol25 structures with the same formula, charge and spin (kJ/mol): 132.83
HOMO (eV): -8.00
Total energy (eV): -9272.1252

Mulliken population analysis, charges in e, atoms 1 to 2: -0.606, -0.412

No. 7
A cluster of 6 separate species, C27H64N2O6 in total at a distorted geometry. Source: OMol25; level of theory: ωB97M-V/def2-TZVPD.

The geometry in XYZ format:
```
99
Properties=species:S:1:pos:R:3
C 2.607 0.353 4.868
C 1.099 0.262 4.723
C 0.315 0.920 5.824
C 0.565 2.420 5.839
C -0.114 2.977 4.605
C 0.367 2.377 3.299
N 0.677 0.916 3.470
O 1.120 0.315 2.296
C -0.716 2.610 2.264
C 1.639 3.086 2.832
C 0.680 -1.227 4.675
H 2.997 1.242 5.366
H 3.181 0.218 3.945
H 3.059 -0.491 5.410
H -0.762 0.780 5.700
H 0.478 0.515 6.828
H 1.600 2.755 5.912
H 0.096 2.850 6.730
H 0.041 4.064 4.581
H -1.207 2.966 4.684
H -0.409 2.399 1.237
H -1.552 1.941 2.480
H -1.108 3.628 2.254
H 1.380 4.145 2.770
H 2.491 2.955 3.501
H 1.930 2.691 1.858
H 0.522 -1.666 5.658
H 1.448 -1.817 4.167
H -0.198 -1.300 4.031
H 0.345 -0.120 1.905
C -3.833 -2.560 -3.355
C -2.727 -1.628 -3.868
C -2.643 -1.817 -5.400
C -1.763 -0.786 -6.089
C -2.267 0.621 -5.775
C -2.424 0.897 -4.246
N -3.139 -0.246 -3.640
O -3.171 -0.012 -2.225
C -1.034 1.171 -3.651
C -3.252 2.165 -4.049
C -1.399 -2.038 -3.236
H -3.450 -3.562 -3.163
H -4.673 -2.560 -4.047
H -4.207 -2.257 -2.375
H -2.342 -2.816 -5.719
H -3.644 -1.635 -5.805
H -1.851 -0.933 -7.166
H -0.734 -0.881 -5.735
H -3.273 0.788 -6.170
H -1.589 1.373 -6.178
H -0.342 0.347 -3.793
H -0.603 2.099 -4.030
H -1.218 1.356 -2.589
H -4.309 1.902 -4.137
H -3.053 2.588 -3.063
H -3.025 2.959 -4.761
H -1.282 -1.738 -2.193
H -0.510 -1.531 -3.635
H -1.170 -3.088 -3.416
H -4.097 0.198 -2.062
O 0.301 0.291 -0.418
H 0.965 -0.382 -0.625
H 0.774 1.151 -0.543
C 2.938 -2.802 -0.082
C 3.294 -2.555 1.392
C 4.434 -3.444 1.836
O 3.722 -1.188 1.435
H 2.391 -3.741 -0.232
H 3.832 -2.848 -0.709
H 2.330 -2.032 -0.560
H 2.393 -2.765 1.976
H 4.208 -4.499 1.683
H 4.711 -3.263 2.875
H 5.334 -3.208 1.262
H 2.956 -0.631 1.621
C -2.745 -2.889 1.826
C -2.277 -1.729 0.958
C -2.855 -0.403 1.461
O -0.864 -1.707 0.945
H -2.329 -3.820 1.433
H -3.827 -2.998 1.811
H -2.329 -2.715 2.819
H -2.615 -1.855 -0.077
H -3.927 -0.381 1.264
H -2.405 0.367 0.830
H -2.606 -0.244 2.511
H -0.476 -1.040 0.338
C 3.938 1.480 -1.106
C 2.882 2.087 -1.995
C 2.497 1.243 -3.199
O 1.721 2.499 -1.247
H 4.825 1.182 -1.665
H 3.591 0.568 -0.613
H 4.224 2.212 -0.352
H 3.253 3.016 -2.457
H 2.006 0.314 -2.890
H 3.316 1.030 -3.885
H 1.727 1.719 -3.815
H 1.146 2.837 -1.948
```

HOMO-LUMO gap (eV): 8.15
Energy above the lowest of the compared OMol25 structures with the same formula, charge and spin (kJ/mol): 0.00
HOMO (eV): -7.61
Total energy (eV): -44299.8891

Mulliken population analysis, charges in e, atoms 1 to 2: -1.722, 1.754